{
  "formula": "C2H5NO3",
  "method": "ωB97M-V with the def2-TZVPD basis set",
  "species": ["O", "C", "N", "C", "O", "H", "H", "H", "H", "H", "O"],
  "positions_angstrom": [[-0.08846, 1.32787, 0.07081], [-1.04373, 0.88978, 0.64768], [-1.33612, -0.46438, 0.77835], [-0.38491, -1.50023, 0.54126], [0.79329, -1.34758, 0.58685], [-1.79694, 1.53112, 1.09766], [-2.05280, -0.65183, 1.46527], [-0.90001, -2.43715, 0.28508], [2.45173, 0.70903, -2.55276], [1.73439, 0.93802, -1.27036], [2.62356, 1.00537, -1.64983]],
  "forces_ev_per_a": [[0.0, 0.1, -0.2], [0.6, -0.5, -0.1], [0.3, 0.5, 0.4], [-0.5, 0.4, 0.1], [0.1, -0.2, -0.2], [-0.4, 0.2, 0.2], [-0.3, -0.3, -0.3], [0.2, -0.2, 0.2], [0.4, 0.1, 0.0], [0.2, 0.1, 0.4], [-0.6, -0.2, -0.4]],
  "e_lumo_ha": 0.0145,
  "orbital_gap_ev": 10.88,
  "e_homo_ev": -10.49
}


{
  "formula": "C5H11NS2",
  "method": "ωB97M-V with the def2-TZVPD basis set",
  "species": ["C", "C", "C", "C", "C", "H", "H", "H", "H", "H", "H", "H", "H", "H", "H", "H", "N", "S", "S"],
  "positions_angstrom": [[-0.87798, 1.87860, -1.79721], [0.59917, 0.73693, 0.14927], [1.98408, 0.54848, -0.55882], [0.73778, 1.34423, 1.57361], [-0.30306, -0.60462, 0.15840], [-2.00064, 2.25482, -1.68676], [-1.17369, 0.86423, -2.02486], [-0.18098, 2.52249, -2.79159], [0.01620, 2.65812, -0.12295], [2.48066, 1.50858, -0.71776], [1.88067, 0.34274, -1.63795], [2.47264, -0.08389, 0.04941], [-0.36013, 1.68842, 1.60282], [1.15257, 0.63404, 2.39280], [1.59800, 2.20867, 1.47017], [-0.11172, -3.00492, 0.83284], [-0.32030, 1.63763, -0.38609], [0.82187, -2.03886, 0.42924], [-1.84508, -0.86605, 0.08232]],
  "forces_ev_per_a": [[-0.3, -0.2, -0.3], [-0.1, -1.7, -0.9], [-3.1, 2.8, -2.4], [1.5, 0.1, 0.3], [4.0, -1.2, 1.1], [2.7, 0.3, -0.1], [0.5, -0.4, -1.4], [-2.1, -2.2, 3.4], [-0.9, -2.7, -0.3], [0.1, 0.3, 1.1], [-0.2, -1.2, 0.6], [2.5, -2.3, 1.3], [2.0, -0.1, 1.5], [-1.1, 1.1, -1.4], [-2.5, -1.8, 0.3], [0.7, 1.2, -0.6], [-0.9, 7.8, -2.6], [-1.0, -0.2, 0.3], [-1.8, 0.4, -0.2]],
  "e_lumo_ha": -0.0035,
  "orbital_gap_ev": 8.40,
  "e_homo_ev": -8.50
}


{
  "formula": "C6H5ClO",
  "method": "ωB97M-V with the def2-TZVPD basis set",
  "species": ["C", "C", "C", "C", "C", "C", "H", "H", "H", "H", "H", "O", "Cl"],
  "positions_angstrom": [[-1.11761, -0.52715, -0.16167], [0.03929, 0.31030, -1.04231], [1.29655, -0.46803, -0.52441], [1.00454, -0.52449, 0.77368], [-0.34529, 0.15694, 0.99198], [-0.23655, 1.39938, -0.05147], [-0.80429, -1.62345, -0.43424], [0.12009, 0.40520, -2.16261], [2.06464, -0.95218, -1.23459], [1.50412, -1.00191, 1.79153], [-0.76330, 0.13601, 1.97819], [-0.11226, 2.62965, 0.11789], [-2.64994, 0.05973, -0.04196]],
  "forces_ev_per_a": [[5.0, -1.6, -1.3], [-0.2, -1.3, -2.7], [-0.5, 0.2, -1.0], [1.3, -0.9, 4.2], [1.2, -0.5, -1.2], [2.7, 3.9, 3.2], [-1.7, 1.7, 1.0], [-0.8, 0.2, 1.1], [-1.2, 1.1, 1.6], [-0.9, 1.1, -3.2], [-0.2, 0.3, 0.4], [-1.1, -4.6, -1.3], [-3.6, 0.4, -0.8]],
  "e_lumo_ha": 0.0291,
  "orbital_gap_ev": 10.57,
  "e_homo_ev": -9.78
}


{
  "formula": "C4H2LiO2Sr",
  "method": "ωB97M-V with the def2-TZVPD basis set",
  "species": ["O", "C", "C", "C", "C", "O", "Sr", "H", "H", "Li"],
  "positions_angstrom": [[-1.73532, 0.65415, -1.72434], [-1.43389, 1.74268, -0.99961], [-0.55985, 2.64223, -1.12738], [1.13914, 1.17751, -2.52976], [1.71262, 0.61261, -1.54835], [1.78387, 0.58864, -0.28533], [0.17750, 1.54166, 1.73854], [-2.50204, 0.18715, -1.36893], [-0.06574, 3.42787, -0.56961], [-0.32561, -0.17593, -2.91048]],
  "forces_ev_per_a": [[-0.3, -0.8, -0.1], [0.7, 0.9, -0.1], [0.0, -1.1, 0.9], [0.1, -1.0, -1.6], [-2.7, 2.6, 1.1], [0.8, -1.0, 2.0], [0.8, -0.6, -1.5], [0.0, 0.3, 0.1], [0.1, 0.0, -0.8], [0.6, 0.7, 0.1]],
  "multiplicity": 2,
  "e_lumo_ha": [-0.0289, -0.0340],
  "orbital_gap_ev": [4.85, 5.12],
  "e_homo_ev": [-5.64, -6.05],
  "s_squared": 0.758
}


{
  "formula": "C49H44ClCsIN3O3P2S2",
  "method": "ωB97M-V with the def2-TZVPD basis set",
  "species": ["Cs", "O", "N", "C", "C", "C", "C", "C", "C", "C", "P", "C", "C", "C", "C", "C", "C", "C", "C", "C", "C", "C", "C", "H", "H", "H", "H", "H", "H", "H", "H", "H", "H", "H", "H", "H", "H", "H", "H", "Cl", "C", "C", "C", "C", "C", "C", "P", "C", "C", "C", "C", "C", "C", "C", "C", "C", "C", "C", "C", "H", "H", "H", "H", "H", "H", "H", "H", "H", "H", "H", "H", "H", "H", "O", "C", "O", "C", "C", "C", "C", "C", "C", "S", "H", "H", "H", "H", "I", "C", "H", "H", "C", "N", "C", "C", "N", "C", "S", "H", "H", "H", "H", "H", "H", "H", "H"],
  "positions_angstrom": [[-0.53041, 1.23227, -1.24679], [-0.10021, -2.17828, 2.86935], [-1.37913, -1.76725, 2.57205], [-1.98609, -1.25291, 3.55705], [-3.36731, -0.75606, 3.38881], [-4.11826, -0.57563, 4.54472], [-5.44323, -0.16724, 4.48909], [-6.01974, 0.06303, 3.25011], [-5.26014, -0.08506, 2.09520], [-3.92277, -0.47582, 2.13482], [-2.80713, -0.56149, 0.65479], [-3.84959, 0.26653, -0.63247], [-4.13709, -0.31585, -1.86557], [-4.81117, 0.41140, -2.84291], [-5.19151, 1.72348, -2.60701], [-4.87385, 2.32639, -1.39245], [-4.19432, 1.60837, -0.42244], [-3.02660, -2.31989, 0.17260], [-1.92996, -2.98071, -0.36182], [-2.02922, -4.30575, -0.76762], [-3.23314, -4.97805, -0.64095], [-4.34286, -4.32284, -0.11221], [-4.23882, -3.00073, 0.29092], [0.21252, -2.48521, 2.00954], [-1.50947, -1.19567, 4.53791], [-3.64760, -0.76889, 5.50364], [-6.01588, -0.03342, 5.39922], [-7.05549, 0.37535, 3.17640], [-5.72178, 0.12499, 1.14194], [-3.81063, -1.32445, -2.09178], [-5.01080, -0.05591, -3.79941], [-5.70901, 2.28602, -3.37512], [-5.13596, 3.36121, -1.20999], [-3.91946, 2.08662, 0.51453], [-0.98988, -2.45529, -0.47715], [-1.16677, -4.78911, -1.20835], [-3.31721, -6.00720, -0.97107], [-5.29207, -4.84084, -0.02489], [-5.10865, -2.49366, 0.69343], [0.87752, 0.94646, 1.35210], [2.34512, 1.10439, 2.24916], [2.32174, 1.66260, 3.51528], [3.51774, 1.78919, 4.20712], [4.70781, 1.36405, 3.63295], [4.71268, 0.81852, 2.35340], [3.53124, 0.68499, 1.63236], [3.35138, -0.01074, -0.06829], [3.33530, 1.54237, -1.05919], [3.25310, 1.38146, -2.44537], [3.17543, 2.47990, -3.28604], [3.16708, 3.76210, -2.75061], [3.23151, 3.93436, -1.37592], [3.31547, 2.83121, -0.53315], [5.07608, -0.59691, -0.37542], [5.32390, -1.94503, -0.10936], [6.59410, -2.48093, -0.28933], [7.62924, -1.67985, -0.75278], [7.38912, -0.34049, -1.03482], [6.12097, 0.19578, -0.84626], [1.37768, 1.99376, 3.93223], [3.51671, 2.22546, 5.19892], [5.63906, 1.46325, 4.17769], [5.64728, 0.49486, 1.91084], [3.21418, 0.38070, -2.86519], [3.07900, 2.33264, -4.35451], [3.07731, 4.62233, -3.40286], [3.19478, 4.92943, -0.95001], [3.34203, 2.98483, 0.53807], [4.50233, -2.57446, 0.22815], [6.77035, -3.53012, -0.08043], [8.61769, -2.09781, -0.90269], [8.19110, 0.28853, -1.40404], [5.93918, 1.24065, -1.06984], [-0.01522, 1.01906, -3.69332], [-0.05460, -0.23655, -3.62311], [0.10591, -0.85233, -2.52555], [-0.22576, -0.98322, -4.93542], [0.51357, -0.43833, -5.99262], [0.51341, -0.98315, -7.26356], [-0.28874, -2.10169, -7.49152], [-1.04755, -2.63553, -6.46839], [-1.05959, -2.11362, -5.14694], [-2.06744, -2.87985, -3.94467], [1.10400, 0.44642, -5.78138], [1.11129, -0.54759, -8.05579], [-0.33068, -2.54852, -8.48072], [-1.68320, -3.49271, -6.65366], [-1.80586, 3.30051, 2.65025], [-0.99666, 3.93926, 0.68180], [-0.43438, 4.83828, 0.97385], [-1.91001, 4.33469, 0.20887], [3.36580, -5.78299, -1.28267], [2.56422, -4.80108, -1.95438], [2.19217, -4.99349, -3.34732], [1.22188, -3.84007, -3.60529], [0.96613, -3.32945, -2.25921], [1.76289, -3.86891, -1.33894], [1.81964, -3.53525, 0.32350], [4.38898, -5.77857, -1.67123], [2.94901, -6.78877, -1.42018], [3.38378, -5.54949, -0.22066], [1.71502, -5.97165, -3.48174], [3.07162, -4.95827, -3.99396], [0.28461, -4.15154, -4.06304], [1.65353, -3.05848, -4.23212], [0.50789, -2.40645, -2.22724]],
  "forces_ev_per_a": [[-1.3, 2.1, 1.8], [-0.2, 0.1, 0.2], [0.0, 0.0, 0.2], [-0.2, 0.1, 0.1], [0.5, -0.2, 0.3], [-0.2, 0.0, 0.2], [0.2, -0.1, 0.0], [0.1, 0.0, -0.1], [0.0, 0.1, 0.0], [0.2, 0.0, -0.2], [-0.7, -0.1, -0.2], [0.0, 0.0, 0.2], [0.0, 0.0, 0.0], [0.1, 0.0, 0.0], [0.0, 0.0, 0.1], [0.0, -0.1, -0.1], [0.0, 0.0, 0.1], [-0.1, 0.0, 0.0], [0.0, -0.1, 0.0], [0.0, 0.0, 0.0], [0.0, 0.0, 0.0], [0.1, 0.0, 0.0], [0.0, 0.0, 0.0], [0.4, -0.2, -0.3], [0.0, 0.1, 0.0], [0.0, 0.0, 0.0], [0.0, 0.0, 0.0], [0.0, 0.0, 0.0], [0.0, 0.0, -0.1], [0.0, 0.0, 0.0], [0.0, 0.0, 0.0], [0.0, 0.0, 0.0], [0.0, 0.0, 0.0], [0.0, 0.0, 0.0], [0.0, 0.0, 0.0], [0.0, 0.0, 0.0], [0.0, 0.0, 0.0], [0.0, 0.0, 0.0], [0.0, 0.0, 0.0], [0.3, 0.0, 1.1], [0.1, -0.2, -0.2], [0.0, 0.0, 0.0], [0.0, 0.0, 0.0], [0.0, 0.0, -0.1], [0.0, 0.0, 0.1], [-0.2, 0.0, 0.0], [0.3, 0.0, -0.1], [0.0, -0.1, 0.0], [-0.1, 0.0, 0.0], [0.0, 0.0, 0.0], [0.0, 0.0, 0.0], [0.0, -0.1, 0.0], [0.0, 0.0, 0.0], [0.0, 0.0, 0.1], [0.0, -0.1, 0.0], [0.0, 0.0, 0.0], [0.0, 0.0, 0.0], [0.0, 0.0, 0.0], [0.1, 0.0, 0.0], [0.0, 0.0, 0.0], [0.0, 0.0, 0.0], [0.0, 0.0, 0.0], [0.0, 0.0, 0.0], [0.0, 0.0, 0.0], [0.0, 0.0, 0.0], [0.0, 0.0, 0.0], [0.0, 0.0, 0.0], [0.0, 0.0, 0.0], [0.1, 0.0, 0.0], [0.0, 0.0, 0.0], [0.0, 0.0, 0.0], [0.0, 0.0, 0.0], [0.0, 0.0, 0.0], [0.3, -0.4, -1.5], [0.2, -0.1, -0.5], [0.4, -1.1, -1.1], [0.0, 0.0, 0.0], [0.0, -0.1, 0.1], [-0.1, -0.1, 0.0], [0.0, 0.0, 0.0], [0.0, 0.0, 0.1], [0.0, 0.0, -0.1], [0.0, 0.2, -0.2], [0.0, 0.0, 0.0], [0.0, 0.0, 0.0], [0.0, 0.0, 0.0], [0.0, 0.0, 0.0], [-0.1, 0.0, 0.1], [0.2, 0.0, -0.3], [0.0, 0.1, 0.1], [-0.1, 0.0, 0.1], [-0.1, 0.0, 0.0], [0.1, 0.0, 0.1], [0.0, 0.1, 0.1], [0.1, -0.1, 0.1], [0.4, -0.5, 0.0], [-0.1, 0.0, -0.4], [0.0, 0.0, -0.2], [0.0, 0.0, 0.0], [0.0, 0.0, 0.0], [0.0, 0.0, 0.0], [0.0, 0.0, 0.0], [0.0, 0.0, 0.0], [0.0, 0.0, 0.0], [0.1, 0.0, 0.0], [-0.2, 0.3, 0.3]],
  "e_lumo_ha": 0.1324,
  "orbital_gap_ev": 5.01,
  "e_homo_ev": -1.41,
  "charge": -2
}


{
  "formula": "C9H13NO2",
  "method": "ωB97M-V with the def2-TZVPD basis set",
  "species": ["C", "C", "O", "N", "H", "H", "H", "H", "H", "C", "C", "C", "C", "C", "C", "C", "O", "H", "H", "H", "H", "H", "H", "H", "H"],
  "positions_angstrom": [[-0.01731, 2.20703, 0.60017], [0.62225, 2.01318, 1.94467], [1.36655, 2.84001, 2.42438], [0.29546, 0.88458, 2.62562], [0.82401, 0.64036, 3.44362], [-0.27045, 0.12660, 2.30538], [-0.99748, 2.67662, 0.66950], [-0.09584, 1.30884, -0.00403], [0.64657, 2.88209, 0.06369], [1.12860, -0.57599, -3.45706], [0.33366, -1.69814, 0.09229], [-0.98393, -1.29016, 0.18751], [1.01464, -1.45946, -1.09122], [0.42895, -0.75810, -2.14817], [-1.66649, -0.84829, -0.93801], [-0.95315, -0.64065, -2.11402], [-1.57633, -1.35308, 1.43835], [0.77481, -2.31902, 0.84328], [2.07749, -1.67872, -1.17623], [-2.73851, -0.67613, -0.89112], [-2.48994, -1.63551, 1.33200], [2.07854, -0.04508, -3.44182], [0.49506, -0.05319, -4.18413], [-1.56514, -0.44222, -2.99585], [1.32210, -1.52865, -3.92826]],
  "forces_ev_per_a": [[0.3, 0.3, -0.6], [-0.4, -0.3, 0.2], [0.4, 0.3, 0.1], [0.2, -0.5, 0.5], [0.2, 0.4, 0.2], [-0.4, 0.1, -0.6], [0.0, 0.0, 0.2], [-0.1, -0.3, 0.2], [-0.1, 0.2, 0.0], [0.0, 0.4, -0.8], [0.0, -0.1, -0.8], [-0.3, -0.1, 0.2], [0.6, 1.2, 0.1], [-0.5, -1.4, -0.5], [0.3, 0.0, 0.3], [-0.9, 0.2, 0.3], [0.0, -0.4, -0.3], [0.2, 0.1, 0.6], [-0.2, -0.3, 0.1], [0.1, 0.0, 0.0], [-0.1, 0.2, 0.1], [0.0, 0.1, 0.4], [0.0, 0.1, 0.3], [0.5, 0.4, 0.0], [0.2, -0.5, 0.0]],
  "e_lumo_ha": 0.0198,
  "orbital_gap_ev": 9.55,
  "e_homo_ev": -9.01
}